No. 1
DFT (ωB97M-V/def2-TZVPD) results for a 3-piece molecular cluster, C26H44F2NO7S2 overall in a non-equilibrium geometry.

Each line ends with the Mulliken charge.
Positions of all 82 atoms, in Å:
1 C -2.7345 2.4890 1.7394  -1.556
2 C -2.9925 1.3775 0.7097  -0.260
3 C -2.4835 1.6968 -0.7201  0.567
4 C -3.6230 1.7032 -1.7592  -1.718
5 C -1.3326 0.8012 -1.1352  0.128
6 C -1.4224 -0.5915 -1.1858  -0.292
7 C -2.6418 -1.4265 -0.9277  2.094
8 F -2.2295 -2.6666 -0.4257  -0.437
9 C -3.5037 -1.7216 -2.1865  -1.298
10 C -2.9261 -1.2713 -3.5266  -1.174
11 N -0.3419 -1.3096 -1.5283  0.419
12 C 0.8499 -0.7955 -1.8627  0.295
13 C 1.8866 -1.8120 -2.2614  -0.194
14 F 1.2157 -2.9112 -2.7860  -0.424
15 C 2.8290 -2.2093 -1.1256  -0.342
16 C 2.4719 -1.6453 0.2544  -1.265
17 C 1.0358 0.5797 -1.8560  0.248
18 C 2.3733 1.1582 -2.2637  -1.198
19 C 2.9489 2.2375 -1.3255  -0.913
20 O 2.9009 3.5351 -1.9241  -0.561
21 C -0.0843 1.3491 -1.4853  0.577
22 C -0.0089 2.8555 -1.4974  -0.334
23 O -0.2384 3.4699 -2.4758  -0.491
24 O 0.2999 3.4183 -0.3031  -0.488
25 H -3.5917 3.1432 1.8606  0.365
26 H -2.5698 2.0267 2.7103  0.364
27 H -1.8429 3.0593 1.4849  0.290
28 H -4.0729 1.2598 0.6404  0.162
29 H -2.6220 0.4303 1.0891  0.047
30 H -2.1472 2.7282 -0.6945  0.997
31 H -3.2001 1.7567 -2.7595  0.375
32 H -4.1488 2.6466 -1.6336  0.465
33 H -4.2979 0.8641 -1.6462  0.263
34 H -3.2886 -0.9951 -0.1745  -0.951
35 H -4.5061 -1.3360 -2.0274  0.433
36 H -3.6180 -2.8026 -2.2353  0.577
37 H -2.0800 -1.8772 -3.8446  0.268
38 H -3.6938 -1.4367 -4.2824  0.455
39 H -2.6999 -0.2127 -3.5778  0.239
40 H -0.4392 -2.3228 -1.5526  0.439
41 H 2.4594 -1.3783 -3.0777  0.535
42 H 2.9116 -3.2904 -1.0426  0.456
43 H 3.8251 -1.8358 -1.3636  0.168
44 H 3.1973 -2.0156 0.9623  0.555
45 H 2.5342 -0.5626 0.2942  0.196
46 H 1.4946 -2.0227 0.5660  0.378
47 H 2.2488 1.5596 -3.2713  0.538
48 H 3.1358 0.3899 -2.3558  0.247
49 H 2.3764 2.3363 -0.4106  0.477
50 H 3.9912 2.0319 -1.0884  0.287
51 H 3.2085 3.4727 -2.8327  0.379
52 H -0.4066 4.0356 -0.0645  0.456
53 C -6.0749 -2.7328 3.6972  -0.644
54 C -4.5864 -2.3692 3.7328  -0.868
55 C -4.3027 -1.4931 2.5072  -0.061
56 S -5.8476 -0.6419 2.1234  1.236
57 O -6.3089 -1.0981 0.8343  -0.662
58 O -5.7114 0.7641 2.4109  -0.669
59 C -6.8154 -1.4333 3.4027  -0.773
60 H -6.4060 -3.1741 4.6352  0.409
61 H -6.2607 -3.4560 2.9003  0.285
62 H -4.3680 -1.8094 4.6440  0.330
63 H -3.9544 -3.2557 3.7347  0.384
64 H -3.5330 -0.7514 2.7046  0.239
65 H -4.0293 -2.0957 1.6419  0.142
66 H -7.8309 -1.5833 3.0440  0.428
67 H -6.8155 -0.7717 4.2684  0.353
68 C 8.5201 0.4023 0.9437  -0.577
69 C 7.7941 1.3701 1.8877  -0.642
70 C 6.3751 1.5681 1.3387  -0.782
71 S 5.9700 0.0582 0.4529  1.374
72 O 5.8131 0.3636 -0.9521  -0.687
73 O 4.9373 -0.6650 1.1598  -0.683
74 C 7.5470 -0.7465 0.6957  -0.876
75 H 9.4549 0.0447 1.3706  0.367
76 H 8.7502 0.9054 0.0023  0.291
77 H 7.7448 0.9358 2.8878  0.303
78 H 8.3161 2.3214 1.9702  0.337
79 H 5.6432 1.7188 2.1284  0.424
80 H 6.3281 2.3919 0.6284  0.374
81 H 7.7886 -1.3427 -0.1814  0.416
82 H 7.4565 -1.3874 1.5722  0.391

Force components x, y, z for each atom (eV/Å):
C 0.129 -0.599 0.076
C -0.587 0.532 -0.119
C -0.365 -0.502 0.130
C 0.657 0.542 0.094
C 0.465 -0.245 -0.037
C 0.044 0.268 0.216
C -1.063 -0.425 -0.548
F 0.417 0.054 0.176
C 0.465 0.098 -0.157
C -0.672 -0.223 -0.260
N 0.021 0.388 -0.063
C -0.250 -0.026 -0.133
C 0.443 0.247 -0.188
F -0.165 -0.166 0.200
C 0.365 0.559 0.654
C -0.294 -0.770 -0.245
C -0.315 -0.339 0.112
C -0.008 0.006 0.298
C 0.177 0.829 -0.726
O -0.339 -0.058 0.190
C 0.469 -0.232 0.145
C 0.388 -0.159 0.566
O -0.468 0.532 -1.115
O -0.484 -0.673 0.449
H -0.005 0.185 -0.202
H 0.072 0.142 0.147
H 0.038 0.108 0.120
H -0.062 -0.145 0.059
H 0.352 -0.018 -0.075
H 0.311 -0.008 -0.056
H -0.095 -0.198 -0.179
H -0.422 -0.150 0.120
H -0.143 -0.080 -0.087
H 0.128 0.223 0.144
H -0.034 0.215 -0.008
H 0.009 -0.111 0.234
H 0.246 0.122 0.129
H -0.008 -0.022 -0.071
H 0.253 0.110 0.098
H -0.002 0.022 -0.014
H -0.032 -0.160 -0.183
H -0.189 -0.117 -0.346
H 0.080 -0.086 -0.154
H 0.045 -0.044 0.173
H -0.204 0.101 0.013
H -0.120 0.289 0.079
H 0.038 0.231 -0.014
H -0.130 -0.252 0.088
H 0.023 -0.170 0.211
H -0.064 -0.415 0.091
H 0.130 0.047 -0.001
H 0.378 0.477 -0.140
C 0.086 -0.008 -0.115
C -0.043 0.004 0.046
C 0.202 -0.162 0.178
S 0.000 -0.261 0.442
O 0.148 0.191 -0.150
O -0.026 0.042 -0.224
C -0.135 -0.196 0.152
H -0.018 0.005 -0.002
H -0.039 -0.001 0.011
H -0.016 0.017 -0.009
H 0.016 0.012 -0.010
H -0.044 0.074 -0.063
H -0.095 0.011 -0.033
H 0.010 0.123 -0.088
H 0.001 0.066 -0.046
C -0.082 0.124 -0.017
C 0.031 -0.092 -0.001
C 0.160 0.225 0.184
S 0.373 -0.031 0.347
O -0.278 -0.096 -0.039
O 0.197 0.207 -0.210
C 0.304 -0.010 -0.003
H 0.000 -0.013 -0.008
H 0.016 -0.036 -0.014
H -0.013 -0.010 -0.008
H -0.021 0.011 -0.001
H -0.107 -0.047 -0.090
H -0.041 -0.071 -0.080
H -0.139 -0.009 -0.031
H -0.075 -0.002 -0.006

Summary:
F_max   0.0257 hartree/bohr
Frontier orbital gap   9.12 eV
Total charge   +1
LUMO level   -3.496 eV

No. 2
DFT (ωB97M-V/def2-TZVPD) results for a 2-piece molecular cluster, C26H45BBrN3O3P overall in a non-equilibrium geometry.

Each line ends with the Mulliken charge.
Positions of all 80 atoms, in Å:
1 C -2.7052 -0.8397 4.0129  -1.282
2 C -2.8420 -1.5390 5.4038  -0.316
3 C -3.3323 -3.0071 5.1689  -0.875
4 C -2.6067 -3.9946 6.1510  -0.803
5 C -1.5344 -4.8230 5.3538  -0.678
6 C -0.1238 -4.5398 5.9628  -0.414
7 C 0.9689 -5.4071 5.2701  -0.842
8 C 2.3037 -4.6157 5.2228  -0.680
9 C 2.3123 -3.5227 4.1179  -0.307
10 C 3.7397 -3.0015 3.8321  -1.084
11 C 3.8150 -1.6957 3.0300  0.778
12 C 4.6674 -0.7290 3.5016  -0.698
13 C 4.8443 0.5249 2.8063  -1.081
14 C 4.1392 0.7548 1.6535  0.462
15 B 4.3926 2.1550 0.9181  0.498
16 O 4.3965 2.2881 -0.4593  -0.484
17 O 4.6633 3.3091 1.6675  -0.538
18 C 3.2082 -0.2194 1.1137  0.475
19 N 2.5306 0.1157 -0.0179  -0.254
20 C 1.7226 -0.8720 -0.3842  0.193
21 P 0.6505 -0.6009 -1.8974  0.173
22 O 1.4833 -1.2359 -3.2003  -0.465
23 Br 0.6517 1.6490 -2.1811  -0.145
24 C 1.5876 -2.1354 0.2651  -0.517
25 N 2.2551 -2.4423 1.3583  -0.376
26 C 3.0752 -1.4509 1.8124  0.116
27 H -1.8550 -1.2227 3.4260  0.301
28 H -2.6257 0.2527 4.1593  0.376
29 H -3.6422 -1.0431 3.4630  0.316
30 H -3.6380 -0.9901 5.9340  0.290
31 H -1.9062 -1.4861 5.9801  0.308
32 H -4.4169 -3.1181 5.3478  0.315
33 H -3.1506 -3.2507 4.1092  0.457
34 H -3.2937 -4.7216 6.6109  0.451
35 H -2.0657 -3.4109 6.9116  0.437
36 H -1.6980 -5.9142 5.4111  0.346
37 H -1.4703 -4.5559 4.2869  0.357
38 H 0.0927 -3.4783 5.7200  0.065
39 H -0.1118 -4.6205 7.0620  0.389
40 H 0.6409 -5.7525 4.2718  0.379
41 H 1.1314 -6.3325 5.8572  0.398
42 H 3.1006 -5.3451 4.9742  0.375
43 H 2.4869 -4.1827 6.2246  0.328
44 H 1.9457 -4.0096 3.1971  0.213
45 H 1.5884 -2.7173 4.3392  0.262
46 H 4.3883 -3.7572 3.3495  0.371
47 H 4.2094 -2.8020 4.8147  0.319
48 H 5.2586 -0.8980 4.4051  0.341
49 H 5.5463 1.2785 3.1760  0.325
50 H 4.7625 1.4891 -0.8613  0.308
51 H 5.6259 3.4124 1.6526  0.306
52 H 2.1081 -1.8726 -2.8111  0.344
53 H 0.9012 -2.8753 -0.1645  0.476
54 C -2.7642 1.6278 -4.7672  -1.268
55 C -2.7859 3.0826 -4.3052  -0.494
56 C -3.0082 4.1244 -5.3875  -0.507
57 N -1.8454 4.3472 -6.3503  0.562
58 C -0.5083 4.0329 -5.7467  -1.436
59 C -2.0383 3.5403 -7.6349  -0.629
60 C -2.7043 4.4916 -8.6042  -0.631
61 C -2.0155 5.8134 -8.3170  -0.594
62 C -1.8399 5.8242 -6.8063  -0.572
63 H -2.0346 1.4464 -5.5584  0.324
64 H -2.5057 0.9834 -3.9273  0.360
65 H -3.7475 1.3215 -5.1296  0.353
66 H -1.8828 3.3059 -3.7344  0.263
67 H -3.6052 3.1853 -3.5895  0.442
68 H -3.1793 5.0749 -4.8839  0.347
69 H -3.8942 3.9051 -5.9849  0.311
70 H -0.4442 2.9677 -5.5435  0.445
71 H -0.3933 4.6170 -4.8367  0.454
72 H 0.2605 4.3090 -6.4657  0.533
73 H -1.0525 3.2501 -7.9979  0.400
74 H -2.6275 2.6518 -7.4222  0.311
75 H -3.7757 4.5624 -8.4005  0.276
76 H -2.5811 4.1797 -9.6398  0.419
77 H -2.5960 6.6675 -8.6619  0.357
78 H -1.0422 5.8594 -8.8099  0.303
79 H -2.6620 6.3448 -6.3228  0.335
80 H -0.9028 6.2830 -6.5007  0.333

Force components x, y, z for each atom (eV/Å):
C -0.351 0.131 0.790
C -0.890 0.004 -1.304
C 0.235 0.046 1.286
C 0.301 -0.578 -1.835
C 0.937 0.072 1.378
C -0.206 -0.042 -1.441
C 0.172 0.338 1.041
C -0.168 -0.366 -0.659
C -0.047 -1.043 -0.339
C -0.317 0.519 0.278
C 0.419 -0.066 0.485
C 0.247 0.902 -0.542
C -0.534 -1.177 0.036
C -0.067 0.989 -0.615
B -0.247 0.222 -0.257
O 0.918 -0.160 0.691
O 0.236 -1.016 -0.104
C 1.400 1.072 1.120
N -0.395 -2.150 0.958
C 0.153 0.755 -1.464
P -1.376 -0.509 -0.187
O 0.261 0.276 1.425
Br 0.508 -0.372 -0.012
C 0.063 0.297 -0.018
N -0.043 0.726 -0.741
C -0.121 -0.600 0.323
H -0.266 0.158 0.233
H 0.152 -0.439 -0.309
H 0.461 0.189 0.041
H 0.509 -0.153 0.153
H -0.327 -0.087 -0.201
H 0.357 0.435 -0.244
H -0.011 -0.232 0.483
H 0.113 0.559 0.050
H -0.484 -0.318 -0.035
H -0.204 0.414 -0.043
H -0.253 -0.035 0.356
H -0.075 -0.381 0.308
H -0.004 -0.210 -0.410
H 0.188 0.417 0.283
H -0.111 0.382 -0.224
H -0.104 0.468 0.294
H 0.119 -0.212 -0.426
H 0.040 0.275 0.406
H 0.528 -0.123 0.001
H -0.558 0.111 0.096
H -0.065 0.016 -0.474
H -0.307 -0.067 -0.245
H -0.356 -0.313 -0.011
H -0.680 0.012 -0.183
H -0.252 0.561 -0.031
H 0.199 0.182 -0.525
H 0.228 0.186 0.266
C -0.021 0.033 0.019
C 0.045 -0.495 -0.031
C 0.071 0.151 0.579
N 0.091 0.319 -0.368
C -0.239 -0.009 0.007
C -0.088 -0.032 0.000
C -0.207 0.032 -0.042
C 0.210 0.142 -0.134
C -0.084 0.004 -0.181
H 0.015 -0.078 0.035
H 0.013 -0.020 -0.060
H 0.044 0.001 -0.071
H -0.032 0.056 -0.024
H -0.014 0.191 -0.088
H 0.067 0.030 -0.111
H 0.105 0.013 -0.112
H 0.016 0.046 0.113
H 0.064 -0.089 0.012
H -0.064 0.038 0.004
H -0.002 -0.003 0.111
H 0.129 -0.014 0.127
H 0.020 -0.015 -0.020
H -0.026 -0.106 0.062
H 0.047 0.015 0.069
H -0.044 -0.058 -0.024
H 0.018 -0.142 0.085
H -0.058 -0.073 0.142

Summary:
F_max   0.0464 hartree/bohr
Frontier orbital gap   8.13 eV
Total charge   +1
LUMO level   -2.553 eV

Question: The highest frontier orbital gap belongs to which entry?
Answer: C26H44F2NO7S2

Question: Look up the total charge of the second one.
Answer: +1